Entry 1:
15
Properties=species:S:1:pos:R:3:forces:R:3 method="wB97M-V/def2-TZVPD" mol_weight_g_mol=116.189 e_homo_ev=-8.26 relative_energy_kj_mol=438.9 spin_multiplicity=1
C -0.809742 0.728155 1.153662 -1.323 1.453 3.834
C 0.575583 0.720519 -0.961602 -2.407 -3.074 2.160
S -2.000763 -1.938882 0.629071 0.637 0.140 -0.505
N 0.377263 -2.205253 -0.401143 -2.150 -2.722 -0.313
C -0.537609 -1.298903 0.089453 2.101 -2.676 -1.413
H 1.381941 -2.205362 -0.652640 -1.318 0.777 0.449
H 0.932447 2.262970 0.043889 -2.397 0.670 -3.382
H -1.042879 1.771807 0.883757 -0.123 -0.298 0.606
H 1.744252 2.225998 -1.233319 -3.625 0.357 -1.101
H 1.101162 0.053072 -1.618964 -0.084 0.192 -0.943
H -1.787273 0.057445 1.258146 1.803 2.194 0.484
N 0.571398 2.128624 -1.118853 7.394 0.107 5.111
H -0.195054 0.750987 2.362278 -1.675 -0.250 -3.873
H -0.175337 -3.131632 -0.491165 1.988 1.720 0.101
C -0.135389 0.080455 0.057429 1.180 1.410 -1.217

Entry 2:
80
Properties=species:S:1:pos:R:3:forces:R:3 method="wB97M-V/def2-TZVPD" total_charge=+1 mol_weight_g_mol=793.077 e_homo_ev=-10.75 relative_energy_kj_mol=116.4 spin_multiplicity=1
As -1.188327 0.243742 -1.879816 -0.049 0.066 -0.032
C -4.758554 1.243404 -3.827495 0.004 -0.025 -0.038
H 3.649639 5.593202 -0.552580 0.013 -0.014 0.003
C -0.412003 -3.920221 -2.308552 -0.024 -0.009 -0.003
C 3.645709 3.557446 2.174375 0.022 -0.011 0.020
H 5.012133 -3.519951 -0.801419 0.001 0.003 -0.002
C 4.845111 3.946328 2.735789 -0.008 -0.004 -0.002
H -1.098372 -6.271312 1.616039 -0.005 -0.001 0.003
C 1.928256 3.745900 0.413131 -0.027 -0.083 0.186
Pd 0.255622 -0.580420 0.983687 -0.036 -0.074 -0.075
H 0.233496 3.016126 -1.513749 0.005 -0.046 0.002
C 0.334151 -4.779884 1.031203 -0.020 -0.011 0.024
C -2.793681 -0.689838 -4.177428 0.031 -0.050 -0.020
C -1.040242 -2.727159 -1.982200 -0.006 -0.014 -0.021
H -2.032763 -1.447542 -4.319243 -0.020 -0.010 -0.018
H -1.219627 1.413058 0.885406 -0.016 -0.001 0.021
H -0.908599 -4.860541 -2.103916 0.005 -0.001 0.004
H 5.800070 6.259847 0.444111 0.001 0.000 0.004
C -0.550363 4.914812 -2.116808 -0.037 0.010 -0.022
C -4.198910 -0.990742 0.859106 0.014 0.010 0.070
C 0.292943 6.838505 -0.924560 -0.024 -0.003 -0.002
C -0.530330 6.288744 -1.899839 0.005 0.009 0.001
C 1.046366 1.314844 0.765948 0.023 0.063 0.039
C -3.872026 -0.309075 2.034838 0.006 -0.035 -0.051
C 3.097812 -0.908176 0.107840 0.003 -0.015 -0.002
H 5.185339 3.489633 3.654935 0.000 0.000 0.000
H 3.035333 2.797721 2.645026 0.004 0.003 0.003
H -5.704806 0.371700 -5.546331 -0.001 0.000 0.003
H -3.601916 1.904976 -2.154509 -0.008 0.007 0.019
C -3.393165 -0.901710 -0.261063 0.020 0.037 -0.001
C -1.525790 -2.889759 1.771697 -0.026 0.048 -0.028
H -2.497501 1.050985 2.955799 0.003 0.003 0.003
C -3.877955 -0.629498 -5.047032 0.033 -0.021 -0.001
F -2.971424 -4.629730 2.379274 0.008 -0.003 -0.004
H 1.348711 -0.567553 -3.025514 -0.004 0.012 0.001
C 1.478428 -2.701895 -3.153776 -0.015 -0.033 0.006
C 0.651180 -3.434640 0.895872 0.075 0.043 -0.004
H -1.167152 6.935666 -2.488926 0.003 -0.003 -0.007
H 3.080844 0.167676 0.191715 -0.002 0.007 -0.003
C -2.742780 0.481116 2.068927 0.003 -0.032 0.003
C -2.690236 0.212016 -3.128489 -0.083 0.101 0.087
C -2.245554 -0.103103 -0.250968 -0.053 -0.001 0.039
C -0.416765 -1.510674 -2.239815 0.119 0.033 0.002
C -0.880267 -5.218266 1.517518 0.016 0.036 -0.011
H 1.331772 -4.843614 -3.150599 -0.001 -0.001 -0.004
C 4.161446 -2.959427 -0.436993 0.000 0.037 0.001
C 3.186279 4.171429 1.000306 -0.030 0.012 -0.061
C 0.247521 4.086343 -1.355541 0.030 0.042 0.036
C 0.849342 -1.509060 -2.824156 -0.024 -0.008 0.020
C 5.185435 5.517627 0.934574 -0.002 0.008 -0.001
C -1.940053 0.603851 0.924343 0.057 0.037 -0.073
H -2.287883 -2.192654 2.082532 -0.008 0.012 0.013
C 3.018636 -3.623969 -0.039809 0.013 -0.038 0.017
C -1.784109 -4.244106 1.887793 -0.011 -0.046 0.004
C -4.860502 0.329899 -4.870952 -0.023 0.037 0.007
C 1.487518 2.459453 0.638603 -0.044 0.001 -0.121
H -5.523797 1.996536 -3.691267 0.006 0.005 0.014
F 1.229933 -5.723426 0.683359 -0.015 -0.012 -0.009
H 0.285520 7.904886 -0.746024 0.000 -0.001 0.005
H -2.016286 -2.759107 -1.517466 -0.010 -0.001 0.011
C 1.926753 -2.898793 0.429356 -0.047 -0.002 0.012
C 0.846238 -3.910431 -2.894986 0.026 0.026 -0.005
C 1.105433 4.632469 -0.386106 -0.039 -0.033 -0.096
C 1.113034 6.018952 -0.173383 0.035 0.037 0.020
H 1.728313 6.441507 0.609449 -0.020 -0.005 -0.007
C 5.615172 4.924684 2.115411 -0.008 -0.003 -0.012
H 5.082381 -1.016164 -0.662331 0.001 0.000 0.003
H 2.961459 -4.698092 -0.091586 0.002 0.014 -0.003
C -0.315172 -2.475422 1.253952 -0.023 -0.049 0.026
H 6.560118 5.220727 2.551433 0.002 0.001 0.001
H 2.458610 -2.686959 -3.613309 0.001 0.000 0.001
C 3.972102 5.153663 0.381320 0.059 0.022 -0.002
C -3.675434 1.188587 -2.966351 0.056 -0.055 -0.023
H -1.194056 4.493975 -2.878168 0.012 -0.001 0.008
H -3.688978 -1.407289 -1.171561 -0.012 -0.005 0.008
H -3.952197 -1.338484 -5.861361 0.003 -0.002 0.001
H -5.096618 -1.595011 0.823902 -0.005 0.005 -0.001
C 4.207235 -1.575102 -0.364836 -0.001 -0.029 -0.003
H -4.511959 -0.388750 2.903267 -0.004 0.000 0.001
N 1.988829 -1.547898 0.495309 0.072 0.007 0.019

Entry 3:
15
Properties=species:S:1:pos:R:3:forces:R:3 method="wB97M-V/def2-TZVPD" smiles="CN(C)CC=O" mol_weight_g_mol=87.122 e_homo_ev=-9.02 relative_energy_kj_mol=166.4 spin_multiplicity=1
C 0.694203 -1.520230 0.448591 0.043 -0.162 -0.001
H -1.760187 0.374458 -1.711330 0.079 0.079 0.042
C -0.830953 0.981217 -1.762080 0.158 0.409 -0.367
H 0.231084 -2.169564 1.198010 0.072 0.089 -0.077
H 1.694323 -1.228689 0.821563 -0.150 0.005 -0.060
C -0.460586 0.345095 1.411772 -0.113 0.066 0.133
O -0.732451 1.927388 -2.509914 -0.031 -0.596 0.564
H -0.922458 -0.325084 2.143438 0.054 0.101 -0.091
H 0.820750 -2.110494 -0.464663 0.009 0.112 0.125
H 0.878307 1.348688 -0.504418 -0.141 -0.199 -0.078
H -1.165076 1.161394 1.215264 0.136 -0.121 0.000
N -0.180879 -0.390059 0.191043 0.101 0.070 -0.036
C 0.297870 0.479216 -0.868579 0.146 0.090 -0.110
H 0.452999 0.775251 1.868779 -0.157 -0.055 -0.120
H 0.978905 -0.084447 -1.525681 -0.207 0.113 0.075

Entry 4:
11
Properties=species:S:1:pos:R:3:forces:R:3 method="wB97M-V/def2-TZVPD" smiles="C#CCN(I)C=O" mol_weight_g_mol=208.986 e_homo_ev=-9.15 relative_energy_kj_mol=154.7 spin_multiplicity=1
H 0.995909 3.345317 1.002201 0.340 1.459 0.620
N -0.891828 -0.742389 0.043831 -1.016 -3.032 1.823
C 0.460014 1.321301 0.220544 0.164 0.796 0.801
C 0.204751 0.022057 -0.438041 0.408 0.573 0.569
H -1.672510 -2.570378 0.599879 -3.878 -1.662 1.375
C -0.771619 -2.199621 0.393998 3.184 4.999 -2.952
C 0.729687 2.412226 0.666094 -0.619 -2.552 -1.078
H 1.064437 -0.642183 -0.207191 -0.110 0.442 -1.159
I -2.726958 0.091365 -0.000634 -0.032 -0.071 0.068
H -0.069975 0.335752 -1.447432 0.969 -0.629 -0.578
O 0.237216 -2.797903 0.205186 0.589 -0.324 0.510

Entry 5:
40
Properties=species:S:1:pos:R:3:forces:R:3 method="wB97M-V/def2-TZVPD" mol_weight_g_mol=429.165 e_homo_ev=-9.57 spin_multiplicity=1
H 0.774763 3.723323 1.530159 0.028 -0.019 0.031
Br 1.639000 -2.420574 -4.292884 -0.794 -0.643 1.505
H 1.726927 -3.275129 -0.472525 0.004 -0.468 -1.416
C 0.872663 1.647121 0.989279 0.123 0.104 -0.056
N -1.504202 -2.396573 -3.263804 0.897 -1.706 1.799
Br -1.089957 -3.681504 -0.552343 0.294 0.763 -1.617
H 2.037477 3.637778 3.626222 -0.032 -0.041 -0.002
H 1.865400 -4.808278 -1.509034 -0.173 1.420 -0.090
C 1.900090 -3.673514 -1.520947 0.415 0.754 -0.909
H 2.955955 -3.357045 -1.840708 -1.600 -0.495 0.435
C 1.638858 2.699577 3.223261 0.065 -0.096 0.021
H 0.665244 2.173626 5.059616 0.001 -0.045 -0.069
O -3.839419 -2.493880 -1.893086 3.092 -1.751 -1.960
C -0.523812 -2.956366 -2.331152 3.231 -0.696 -0.272
H -1.073632 3.513373 2.922379 0.013 0.038 0.041
H -2.877308 -0.121243 -1.842564 1.817 -0.417 -0.227
S -3.088990 -2.992014 -3.079772 -6.896 1.773 -1.327
C 1.783411 0.428990 1.064048 -0.121 -0.146 -0.025
H -2.182193 -0.652292 -4.265144 1.038 -0.435 1.252
H 2.411585 1.945192 3.404451 -0.020 0.033 -0.030
C 0.866162 -3.061296 -2.583261 -2.267 -0.243 1.248
C -1.785464 -0.034204 -2.187191 -0.413 1.373 -0.380
H -1.566861 3.062290 4.553860 0.014 0.090 -0.055
H 0.729567 1.907293 -0.064933 -0.069 -0.012 0.090
H 2.765571 0.649206 0.637468 -0.001 -0.005 0.059
H 2.399716 3.136311 1.265871 -0.063 -0.028 0.019
H -0.416506 -0.555601 -3.845247 -1.171 -1.335 0.645
O -3.890268 -2.655782 -4.312129 3.583 -1.392 2.773
F -3.105448 -4.676473 -2.992866 1.222 3.171 -0.128
H -0.116345 1.391085 1.380163 0.017 0.028 -0.026
H -0.006048 1.355080 3.664768 0.047 0.024 -0.010
H 1.349016 -0.400760 0.500237 0.053 0.019 0.030
C 1.435225 2.869974 1.715816 -0.041 0.075 -0.035
H -1.684996 1.060151 -2.531866 0.009 -1.607 0.373
F -0.880291 -0.166992 -1.081271 -1.168 -0.306 -1.478
C 0.384644 2.317106 4.010858 0.098 0.080 0.044
C -0.713816 3.369545 3.943362 -0.136 -0.109 0.062
C -1.421429 -0.929077 -3.447023 -1.112 2.252 -0.206
H -0.356790 4.330150 4.324166 -0.022 -0.017 -0.065
H 1.922501 0.091426 2.093771 0.039 0.009 -0.044

Entry 6:
9
Properties=species:S:1:pos:R:3:forces:R:3 method="wB97M-V/def2-TZVPD" mol_weight_g_mol=110.480 e_homo_ev=-9.45 relative_energy_kj_mol=138.5 spin_multiplicity=1
C -1.184261 -0.083758 0.306262 0.345 4.522 1.472
H -1.636090 -1.001356 0.197749 -0.957 -2.120 -0.092
H -1.829753 0.690712 -0.236265 0.875 -0.995 0.708
H -1.176821 0.271742 1.436103 -0.077 -1.012 -2.158
Cl 1.050067 -1.554971 0.010310 0.462 -2.348 0.334
O 2.478687 0.978384 -0.609122 3.049 1.511 -2.747
C 0.221678 -0.025631 -0.261358 -0.965 0.331 -1.792
P 1.762150 0.631722 0.572905 -2.355 -0.160 2.103
H 0.314344 0.093160 -1.416588 -0.377 0.271 2.171

Orbital gap, record by record: 8.28, 5.99, 9.98, 8.86, 9.08, 9.70 eV